No. 1
{
  "formula": "C19H49BN4O6P3",
  "method": "the ωB97M-V functional and the def2-TZVPD basis",
  "gap_ev": 5.2,
  "e_homo_ev": -9.5,
  "mol_weight_g_mol": 533.4,
  "charge": 1,
  "elements": ["C", "O", "O", "H", "H", "B", "C", "H", "C", "C", "C", "H", "H", "N", "H", "H", "H", "H", "H", "H", "H", "C", "H", "C", "H", "C", "C", "H", "C", "H", "O", "H", "C", "H", "H", "N", "O", "C", "H", "C", "H", "H", "H", "P", "O", "H", "C", "H", "H", "C", "H", "H", "P", "H", "C", "C", "H", "H", "H", "N", "H", "H", "H", "H", "H", "H", "C", "O", "H", "H", "H", "P", "H", "H", "N", "H", "H", "H", "H", "C", "H", "H"],
  "xyz": [[-4.0989, -1.5182, 5.3020], [2.6651, -0.0889, 1.4248], [-0.3043, -3.5959, 6.2656], [-0.2369, -0.7005, -3.8374], [5.2055, 3.1358, -3.1867], [-0.4715, -3.3043, 4.8521], [-0.6766, -0.2560, 4.7181], [-2.8758, -2.1047, 7.0703], [-3.9544, -0.2802, -1.8288], [2.1361, -1.7205, 4.5742], [-3.9495, -0.1685, -5.6325], [-1.3520, 0.6762, 2.7114], [3.6935, 5.2652, -4.7860], [3.1339, 2.8364, -3.5595], [-2.9146, -0.3595, -5.9263], [2.1746, 1.4596, -4.8130], [-4.4885, -1.2224, 7.4659], [2.5741, -2.6823, -0.7237], [3.4715, 0.8799, -0.7319], [-2.0877, -3.8887, 3.6337], [-3.0165, -0.2321, 6.8008], [2.7603, 2.1390, -2.3319], [-4.5319, -1.0796, -5.7904], [3.1174, 2.0161, -4.7668], [3.6320, -0.0458, 3.8669], [3.7520, 1.1263, -1.7590], [4.2754, 1.0407, -4.9765], [-2.2408, 0.7694, -0.9761], [4.2907, 3.7099, -3.3922], [-3.2980, 1.8092, -1.9505], [1.1453, -0.6551, -0.6038], [2.1514, -2.1323, 5.6521], [-3.2765, 0.9665, -1.2577], [-3.7958, 1.2828, -0.3470], [4.3207, 0.7413, -6.0271], [2.5688, 0.6599, 5.5193], [2.7112, -2.5922, 0.2546], [2.8150, -0.2758, 4.6411], [-1.3261, 0.6783, -3.9464], [-1.7831, 0.2983, 3.7021], [0.0417, -2.7994, 6.7197], [-1.5624, -5.0485, 4.7207], [3.5322, -0.5388, 1.6089], [1.7210, -1.2877, 0.6830], [-4.1001, -0.4749, 4.3022], [-3.7579, -1.1263, -1.1587], [-2.9913, -0.7118, 3.4022], [3.0727, 2.6817, -5.6350], [3.7418, 0.1911, -2.3201], [-1.1126, -0.2311, -3.3803], [-3.5061, 1.2563, -4.0967], [-2.2616, -1.7692, -4.3220], [0.0410, -2.0068, 1.8631], [-1.1184, -0.5606, 5.7363], [4.5581, 4.6305, -4.5770], [-2.2832, -1.2136, -3.3787], [0.0279, 0.6215, 4.9458], [-4.3383, 0.5997, -6.3061], [4.8107, 4.0742, -5.4828], [-1.2587, -4.3004, 4.0822], [5.4069, 5.2821, -4.3527], [1.7953, 1.6408, -2.4802], [-2.5983, -1.7822, 3.4103], [4.1243, 4.3507, -2.5201], [-2.2440, 1.2257, 4.2069], [-1.0661, -1.1671, 1.4468], [-4.0590, 0.3110, -4.1901], [-4.5254, -2.6318, 4.9395], [-5.1125, 0.5491, -4.0110], [1.8492, 0.2892, 6.1638], [5.2440, 1.4759, -4.7208], [0.3304, -1.7323, 4.0132], [-5.0393, -0.1298, -1.7739], [-3.3501, -0.5127, 2.3286], [-3.6241, -0.6669, -3.1975], [-0.8243, 0.0511, -2.3666], [4.1419, 0.1271, -4.3950], [-2.0995, -1.9807, -2.6175], [2.7055, -2.4381, 3.8988], [-3.5670, -1.2383, 6.7993], [2.5661, 2.8948, -1.5608], [4.7743, 1.5096, -1.7319]]
}

***

No. 2
{
  "formula": "C19H50B2NO29",
  "method": "the ωB97M-V functional and the def2-TZVPD basis",
  "gap_ev": 7.8,
  "e_homo_ev": -7.1,
  "mol_weight_g_mol": 778.2,
  "de_lowest_kcal_mol": 59.5,
  "charge": -1,
  "elements": ["O", "O", "H", "H", "H", "H", "H", "H", "H", "O", "O", "C", "O", "H", "H", "C", "H", "O", "H", "H", "O", "H", "H", "C", "H", "H", "H", "O", "H", "H", "O", "O", "O", "C", "N", "O", "H", "O", "H", "H", "H", "H", "O", "C", "H", "C", "C", "H", "C", "H", "C", "B", "H", "H", "H", "H", "O", "H", "O", "H", "O", "C", "O", "C", "H", "C", "B", "O", "H", "H", "H", "H", "H", "C", "H", "H", "H", "H", "O", "C", "H", "O", "O", "H", "C", "O", "O", "O", "O", "H", "C", "H", "O", "H", "H", "C", "C", "O", "H", "O", "C"],
  "xyz": [[21.3405, -22.0826, 3.0825], [19.3851, -21.3140, -3.8987], [25.2594, -22.9631, -5.6821], [17.8466, -29.2276, -2.9440], [23.0858, -20.9833, 1.6841], [19.2790, -20.4660, -3.3771], [23.8257, -25.3133, -6.4244], [22.2852, -29.3632, -8.1994], [23.4413, -24.9920, -8.0191], [18.2187, -24.0635, 0.0181], [21.0061, -22.1398, -1.7739], [22.1148, -26.1210, -6.9899], [22.4331, -24.9819, -0.9482], [25.1338, -28.5435, -3.2135], [20.8529, -22.2376, -7.2155], [21.7932, -28.5246, -7.7903], [21.7846, -24.4138, -5.0643], [22.8836, -30.3531, -4.9772], [21.5616, -22.5779, -5.1438], [22.2584, -26.2723, 0.4591], [18.5881, -20.8745, -0.8593], [19.0423, -19.9157, -1.0672], [21.2626, -28.9698, -6.8360], [23.4793, -23.0491, -4.4515], [24.5131, -21.4455, -5.6323], [19.1333, -27.7961, 1.3915], [23.5521, -27.4672, -7.0177], [14.9344, -25.6435, -2.5685], [23.3378, -21.6498, -7.0409], [22.0251, -23.9998, -9.4713], [22.3934, -26.8219, 1.2813], [16.6342, -25.4233, -1.2650], [15.7454, -23.7191, 0.1211], [23.6693, -22.5568, -6.9453], [22.5566, -23.5438, -6.7229], [20.6166, -24.2557, -2.1443], [23.2059, -22.3886, -3.6222], [20.7586, -27.7608, -4.1131], [19.5202, -24.1385, -9.8513], [21.9362, -22.2304, -9.3690], [20.2256, -22.9350, -10.9122], [20.3258, -23.8666, -7.1539], [25.2670, -23.5204, -1.4719], [21.3812, -23.1650, -9.0585], [23.2092, -25.3505, 2.2488], [21.1376, -23.3220, -1.4857], [22.2138, -23.3799, -5.2414], [18.6616, -25.1781, -3.2653], [23.0748, -24.9298, -6.9704], [20.9469, -28.4143, -8.6669], [20.0921, -23.1770, -9.8191], [21.3475, -25.4736, -1.7802], [19.1541, -21.4699, -1.0309], [18.5067, -29.1546, -4.8172], [25.7255, -24.3041, -1.9659], [17.6727, -25.8541, -4.4018], [19.4062, -28.3464, -1.7549], [19.3329, -28.8027, 0.1165], [22.7223, -23.1142, 0.1799], [25.3217, -23.7787, -0.5548], [18.9087, -28.7631, 1.0071], [21.2985, -23.2423, -7.5059], [22.9912, -20.1121, 1.2608], [20.1747, -27.3646, -2.0061], [22.6321, -19.7017, 1.9976], [18.9182, -24.4558, 0.8865], [16.9168, -24.6827, 0.0435], [18.4682, -25.3125, -4.2716], [20.9912, -22.5410, 2.3706], [19.8284, -21.6501, -3.1848], [23.4326, -23.8654, 1.8108], [24.0714, -22.7397, -7.9764], [21.2398, -26.0419, -7.7035], [22.1880, -23.7809, -0.6515], [23.6173, -28.1567, -3.0010], [21.7020, -26.2684, -5.8685], [16.5532, -28.9156, -3.3992], [23.2184, -27.1801, -8.4090], [19.9745, -23.8658, 1.1641], [15.5758, -25.0311, -1.7337], [19.3055, -22.4727, -9.5517], [14.0748, -23.3562, -1.1483], [24.2374, -28.2563, -3.6573], [23.3175, -30.3047, -5.8043], [22.7879, -27.3725, -7.5125], [17.2566, -29.5539, -3.5018], [18.7996, -26.3317, 2.1339], [21.7280, -26.0815, -3.0238], [23.6826, -24.4148, 2.4330], [22.9341, -29.4279, -4.5415], [15.0365, -24.0285, -0.8281], [23.0696, -27.3938, 0.9274], [19.1221, -28.9348, -5.5885], [21.5773, -22.6661, 3.8523], [19.7559, -28.3217, -5.0756], [18.2664, -25.4845, 1.4806], [21.0141, -27.2048, -3.0599], [17.0276, -25.6282, 1.1188], [23.8773, -23.9717, -4.4618], [20.4387, -26.4858, -1.1183], [24.4423, -22.5306, -5.5632]]
}

***

no.,E_tot (eV)
1,-67279.6854
2,-82736.0380